Below is 13 unconnected molecules or ions with the total composition C21H66FN2O13 at a distorted geometry, with properties calculated with the ωB97M-V functional and the def2-TZVPD basis.

```
103
Properties=species:S:1:pos:R:3:forces:R:3:mulliken_charge:R:1
F 2.745954 -2.063089 -2.439415 -2.36 0.95 2.71 -0.35
O -4.510520 2.816564 -1.697705 0.01 -0.58 0.00 -0.56
O 3.747230 2.858883 -0.651986 0.58 -2.36 -0.58 -0.56
O 0.785332 1.893012 -6.744419 0.44 -0.24 0.38 -0.51
O -4.190431 0.506470 2.184519 0.58 -0.20 0.87 -0.54
O -3.186343 6.200353 -3.789182 -0.31 -0.05 -0.56 -0.47
O 4.193245 -5.558702 1.165643 0.14 0.12 -0.66 -0.40
O 3.132030 0.834286 -3.677933 -0.71 0.06 0.45 -0.48
O 4.831706 -2.776889 4.261326 0.00 -0.04 -0.68 -0.49
O 7.254426 -5.843570 1.667672 -0.45 -0.19 -0.01 -0.50
O -2.348735 2.072781 3.976912 -0.22 -0.26 -0.50 -0.42
O -7.103001 -1.229397 -0.845137 -0.47 -0.15 0.21 -0.50
O -1.688682 1.933022 8.497633 -0.18 0.52 0.02 -0.49
O -3.279225 -0.691737 -3.844751 0.40 0.50 -0.27 -0.37
N -1.892603 1.160242 -0.042639 1.34 0.11 -0.51 -0.46
N 0.190718 -0.496755 -2.454585 1.69 2.81 5.02 0.11
C -3.530761 -2.084774 -3.868394 -0.07 -0.17 -0.19 -0.72
C 4.252972 -3.360690 5.413986 -0.02 -0.19 -0.04 -0.58
C -3.724420 3.994009 -1.690443 0.10 -0.24 0.05 -0.47
C 0.587858 0.572363 -0.171297 0.11 1.40 0.12 0.66
C -0.617252 1.478945 -0.817683 -0.03 -2.38 -0.30 -0.46
C 1.840006 -1.943511 -1.235967 0.15 -1.42 1.18 0.09
C -6.509633 -1.090391 -2.123016 -0.24 0.02 -0.05 -0.23
C 3.181635 1.474628 -0.523071 0.33 0.61 0.52 0.29
C 3.653105 0.457677 -4.939293 0.05 -0.23 -0.35 -0.58
C 3.614511 -6.142504 2.318303 -0.15 -0.35 0.08 -0.49
C -0.679487 0.765062 -2.305896 -4.26 0.15 -0.85 -0.41
C -0.581044 1.134701 8.872070 0.07 0.17 0.13 -0.57
C 2.664090 -2.170214 0.177253 0.11 -0.99 -0.49 -0.22
C 1.749399 1.645476 0.253058 1.92 -0.23 0.82 -1.05
C -5.291868 0.653578 1.307262 -0.53 -0.11 -0.13 -0.30
C 0.893905 -0.605984 -1.265573 -0.10 -0.82 -3.29 -0.26
C 7.949597 -4.619981 1.822426 -0.18 -0.02 0.00 -0.49
C 1.638206 -2.464745 1.449255 0.11 0.35 -0.07 -0.81
C -2.646570 7.249042 -3.006061 -0.10 0.19 -0.13 -0.57
C -2.118955 1.917259 5.365219 -0.13 0.00 0.06 -0.50
C -0.539861 2.328764 -6.502831 0.13 0.18 0.06 -0.25
H 4.754547 -4.305766 5.635987 -0.13 -0.03 0.24 0.27
H 0.567141 -1.981417 1.298199 2.27 -0.91 0.39 0.28
H -4.379889 4.859579 -1.811807 0.13 -0.24 -0.04 0.30
H -1.760587 0.261301 -2.265768 2.01 1.39 -0.60 0.03
H -3.020068 2.194212 5.917893 0.20 -0.05 0.25 0.28
H -2.649645 -2.608838 -4.246576 -0.10 -0.28 -0.01 0.32
H -3.091934 -0.419597 -4.759262 -0.24 0.00 0.50 0.22
H 1.099069 -2.874422 -1.334423 1.51 2.11 0.08 0.36
H 7.783902 -3.992037 0.943570 0.17 0.21 0.06 0.24
H 2.158545 -2.004278 2.404818 -1.29 -1.02 -1.90 0.22
H 3.116989 1.044166 -1.608647 -0.04 0.52 2.22 0.09
H 4.116086 -7.087580 2.540304 -0.15 0.03 0.23 0.33
H 1.467687 -3.616388 1.609063 0.47 2.32 -0.40 0.23
H 3.899391 0.837100 0.179946 -1.45 1.19 -1.69 0.10
H 1.274038 1.987678 -5.909151 -0.16 0.09 -0.54 0.27
H -1.551129 2.813314 8.887036 -0.19 -0.49 -0.25 0.29
H 0.185659 -1.131278 -3.293838 0.17 0.74 1.39 0.35
H 9.017408 -4.828201 1.922455 -0.20 -0.03 -0.02 0.24
H -4.928635 0.994742 0.335022 0.00 0.00 0.24 -0.06
H -6.639682 -2.016201 -2.688807 0.14 0.05 -0.22 0.30
H 4.376519 -2.678187 6.258088 0.02 -0.07 -0.22 0.27
H 2.323217 0.313613 -3.535843 0.60 0.25 -0.09 0.18
H -1.853100 0.878860 5.577540 0.05 0.04 0.30 0.23
H -5.443084 -0.888438 -1.999440 -0.19 0.03 0.07 -0.18
H -0.992886 1.707389 -5.726418 -0.32 0.06 0.04 -0.08
H 1.964940 1.468816 1.412195 -0.49 0.51 -2.56 0.27
H 2.549438 -6.314870 2.144905 -0.02 -0.07 0.25 0.28
H 4.068214 -6.186625 0.433830 0.21 0.37 0.32 0.26
H -8.048280 -1.407807 -0.986864 0.53 0.11 0.20 0.29
H -0.704476 0.134974 8.449114 -0.07 0.19 0.04 0.22
H -4.392417 -2.289564 -4.508524 0.05 -0.26 0.10 0.32
H 4.706675 -3.404811 3.529514 0.20 0.40 0.35 0.27
H 4.566060 1.026399 -5.130739 -0.21 -0.06 0.13 0.27
H -2.017987 6.819880 -2.222297 -0.11 -0.02 -0.14 0.21
H 4.608434 2.741942 -1.156657 -1.56 0.30 0.92 0.34
H 3.885938 -0.609993 -4.934326 0.09 0.04 -0.21 0.24
H 3.187899 -3.533056 5.240588 -0.09 -0.09 0.26 0.26
H 6.310441 -5.626991 1.581331 0.35 -0.18 -0.08 0.31
H -1.853491 0.146395 0.227039 -0.31 1.45 -0.13 0.26
H -2.040959 7.902776 -3.638536 0.08 0.14 0.23 0.30
H 3.738058 -5.460000 3.162405 0.01 -0.07 -0.14 0.06
H 7.594545 -4.109060 2.720718 0.19 0.23 0.00 0.20
H 2.919203 0.677842 -5.718360 0.24 -0.12 -0.21 0.18
H -1.118344 2.235060 -7.424873 0.18 -0.02 0.14 0.30
H -5.986741 1.392398 1.713866 -0.09 -0.01 -0.24 0.31
H -3.458951 7.818217 -2.547685 0.18 0.15 0.15 0.28
H -0.533400 1.063705 9.961437 0.21 -0.19 -0.02 0.29
H 3.419376 -1.298425 0.404730 -1.69 -1.72 -0.58 0.06
H -3.745699 -2.424298 -2.852467 0.02 0.13 -0.15 0.27
H -3.738871 6.611510 -4.475571 0.30 -0.33 0.36 0.27
H -1.922737 1.734350 0.832770 -0.02 -0.79 -0.93 0.19
H 0.235805 0.132127 0.854509 0.56 0.37 -2.26 0.56
H -3.902063 2.066046 -1.588295 -0.32 0.33 0.07 0.18
H 0.338284 1.580764 8.484743 0.17 -0.20 0.08 0.26
H -1.295743 2.570230 5.664439 -0.17 -0.11 -0.08 0.20
H -3.193202 4.072696 -0.738722 0.11 0.22 0.07 0.26
H 3.276139 -3.184766 0.032279 -1.16 2.42 0.18 0.23
H -6.976767 -0.257514 -2.654176 0.22 -0.02 -0.20 0.34
H -3.010354 3.961756 -2.516941 0.03 0.33 0.01 0.20
H -0.528727 3.374787 -6.187010 -0.29 -0.01 0.01 0.27
H -4.543530 0.203020 3.038163 0.11 0.00 -0.54 0.29
H -0.508423 2.647360 -0.880560 0.24 -2.59 0.14 0.51
H 1.419827 2.775909 0.138097 0.45 -2.58 0.02 0.39
H -0.685142 1.512673 -3.218517 0.50 -1.79 1.79 0.12
H -5.795217 -0.309047 1.188307 -0.12 0.17 -0.18 0.26
H -3.083846 1.481684 3.740937 0.44 0.52 -0.22 0.28
```
Forces are in eV/Å.

For the HOMO energy, the calculation gives -11.626 eV. As for the net charge: +1. The HOMO-LUMO gap comes out at 0.25445 Ha.

Below is 16 unconnected molecules or ions with the total composition C21H67F6N26O18 at a distorted geometry, with properties calculated with the ωB97M-V functional and the def2-TZVPD basis.

```
138
Properties=species:S:1:pos:R:3:forces:R:3:mulliken_charge:R:1
F -4.559879 1.985417 2.455659 1.30 0.92 0.54 -0.29
F 2.549941 -0.350829 -0.523257 -0.65 -0.17 -0.27 0.06
F 1.716860 -0.185351 -2.476689 -0.45 1.58 -1.15 -0.35
F -4.224436 3.524981 3.984454 1.48 -1.70 -0.51 -0.30
F 2.202985 -2.064937 -1.815292 0.07 -1.64 0.81 -0.13
F -3.058875 3.603111 2.194659 0.11 -0.84 0.14 -0.08
O -4.597365 0.655321 -0.241018 6.80 -3.15 1.64 -0.62
O 1.574201 -6.625531 0.111638 -1.26 0.27 -1.62 -0.81
O 7.051350 -2.187139 -1.328474 -0.86 0.41 0.21 -0.73
O -1.044439 3.757977 -3.608779 -2.26 -0.15 0.30 -0.60
O -2.239415 0.439734 2.977174 -1.00 3.06 0.68 -0.60
O 1.143896 -5.360457 -4.377009 0.31 2.13 -4.43 -0.68
O -0.822261 -1.871831 -1.089483 2.83 1.28 -0.02 -1.20
O 5.820063 2.807711 1.056962 -0.91 -0.45 -0.92 -0.71
O -2.704649 -0.873790 0.549985 -0.49 -1.34 1.77 0.32
O 3.539844 -1.618557 1.358647 -0.19 -0.66 -0.20 -0.32
O -0.505079 0.267871 -0.703557 1.18 0.12 0.64 1.91
O -2.784275 6.317264 -1.730549 -0.01 -0.39 0.71 -0.73
O -4.520564 -4.678581 -1.379191 -3.53 -2.74 0.00 -0.74
O -4.071015 0.052699 -4.030455 -0.59 0.20 -0.35 -0.80
O 0.496096 -3.636505 3.546944 1.08 -4.02 0.05 -0.88
O 5.771731 -5.114776 0.728118 -1.43 -0.78 -2.47 -0.77
O -2.300725 1.508284 4.996541 -1.25 -0.26 -2.27 -0.39
O -3.159663 6.866774 3.279729 0.36 1.15 1.00 -0.70
N -1.089359 6.052243 3.674338 4.66 -1.14 6.42 -0.35
N 6.967758 -1.814931 -3.460942 6.44 3.01 -6.97 -0.42
N 3.875432 2.229150 0.046077 -3.42 -1.60 -0.33 -0.07
N 1.576037 -7.052452 -3.002780 0.89 -1.92 -0.88 -0.37
N -1.373210 -2.533367 3.878124 -7.45 -0.86 1.49 -0.24
N 5.614615 -0.725774 1.213923 0.92 -0.11 -1.48 -0.27
N 3.988996 -4.322425 -0.346288 -4.03 3.44 -0.03 0.44
N 5.224685 -2.458075 -2.608851 -6.76 -1.79 0.53 -0.08
N 0.758314 4.936382 -4.163677 0.95 2.92 -0.94 -0.47
N -2.470884 -4.191994 -0.855685 6.08 -0.81 3.69 -0.03
N 0.433113 -1.525988 3.434438 3.30 4.13 -1.09 -0.23
N 0.966314 2.827610 -3.684739 -0.24 -1.83 0.53 -0.28
N 5.163817 -5.725659 -1.447278 2.29 -2.55 -1.97 -0.30
N -6.426492 0.232721 -1.384963 -1.19 -2.09 -1.78 -0.42
N -2.302376 0.720235 -2.978602 5.67 -1.02 4.90 0.26
N -1.769361 6.187236 1.736666 0.43 -0.21 -5.66 -0.36
N 4.408952 -0.482290 2.997809 0.15 2.95 6.21 -0.37
N -3.638842 4.425949 -2.603368 -0.28 -1.30 -4.68 -0.23
N 0.500821 -4.632146 0.574571 -2.24 2.68 -1.47 0.15
N -3.401676 -3.074328 -2.379197 0.53 3.66 -3.70 -0.17
N -3.929386 4.671556 -0.573662 0.02 1.49 3.88 -0.38
N 1.135582 -5.144872 -2.198988 -0.96 5.64 3.77 0.12
N 5.306524 3.457288 -1.010864 1.27 1.78 -2.99 -0.39
N 1.664863 -5.728477 2.069287 -0.05 0.53 2.53 -0.31
N -3.255169 2.132169 -4.284462 -1.06 3.79 -1.89 -0.21
N -6.148517 1.958347 -0.087376 -5.42 8.85 2.84 -0.36
C 5.024928 -5.066509 -0.298201 3.82 -0.70 3.75 0.41
C -5.716040 0.901627 -0.523691 0.55 -3.34 -2.76 0.46
C 4.482691 -0.979616 1.832221 -1.78 -2.40 -2.94 0.39
C 0.135725 3.841142 -3.825899 0.72 0.43 0.14 0.51
C -1.782345 2.547559 5.763750 0.68 0.51 3.30 -0.13
C -2.427886 1.711808 3.596702 1.18 -1.18 1.39 -0.45
C -3.372023 5.242982 -1.643870 0.16 1.25 0.60 0.57
C -3.564102 2.738248 3.071177 -2.64 -0.46 0.13 1.10
C 0.234592 -0.999474 -0.736966 -2.71 -1.56 1.19 -0.39
C -3.257141 0.956631 -3.760561 -4.13 -3.48 -2.31 0.60
C -1.095016 2.360682 0.082664 -0.42 1.57 -0.32 -0.38
C -0.173805 -2.650220 3.610750 4.13 0.41 -0.68 0.61
C -2.658669 2.707128 7.064983 -0.21 0.73 -2.41 -1.15
C 5.041922 2.778158 0.077907 3.47 0.83 4.18 0.76
C 1.691013 -0.939187 -1.382695 -1.17 1.03 -0.67 0.34
C 1.197735 -5.696058 0.842501 2.87 -3.50 -0.20 0.70
C 1.320649 -5.775913 -3.290570 -0.47 -4.04 0.37 0.58
C 6.410262 -2.107357 -2.392951 2.40 -1.48 6.03 0.67
C -3.500437 -4.108742 -1.584724 -3.33 1.04 -0.16 0.59
C -0.089859 1.250469 0.241602 -0.11 1.51 -1.70 0.26
C -2.032207 6.500845 2.964873 -5.44 0.07 -1.59 0.67
H -3.697260 5.203111 0.253175 -0.54 -0.88 0.56 -0.02
H 0.285434 -3.987307 1.321486 0.11 -0.03 -0.26 -0.01
H 1.383156 -1.736484 3.163849 0.25 0.96 -0.41 0.14
H -1.073955 2.944519 -0.837551 -0.04 -0.66 -0.67 -0.13
H 0.904171 -5.545873 -1.301345 0.74 -0.77 -0.71 0.28
H -6.918416 2.370713 -0.594621 -0.10 0.37 0.68 0.19
H -2.379547 6.583613 1.036184 0.28 -0.07 -0.23 0.18
H -4.263308 3.718352 -0.573848 0.41 0.40 0.37 0.21
H -1.773761 -1.608564 3.811705 -0.71 -0.69 0.52 0.13
H 1.770653 -7.605942 -3.824897 -0.26 -0.57 0.75 0.21
H 1.966090 -6.636216 2.393905 -0.07 0.37 0.10 0.22
H 3.493302 1.670836 0.795986 0.26 -0.04 -0.40 0.04
H -3.642053 3.006388 6.702359 -0.15 0.32 0.19 0.28
H -2.499952 -2.630801 -2.480598 -0.11 0.01 -0.15 0.05
H -1.999577 -0.955976 -0.096326 2.19 -0.94 -2.16 -0.04
H 3.488856 -4.273273 -1.222383 -0.73 -0.27 0.62 -0.12
H 5.273801 -0.114024 3.367276 -0.40 0.07 0.38 0.14
H 0.356526 2.082753 -3.379044 1.48 -1.26 0.06 0.17
H -0.007882 -0.635010 3.256166 0.31 -0.25 0.06 0.14
H 3.477988 2.276275 -0.881250 -0.82 -0.77 0.69 -0.07
H -2.856967 1.772890 7.590325 0.79 0.13 0.18 0.32
H -1.790963 -3.427550 4.092641 -1.05 0.60 0.04 0.20
H -3.429623 4.785007 -3.523919 -0.22 -0.60 -0.10 0.31
H -0.154142 1.138164 1.323890 0.49 -1.69 0.25 -0.17
H 0.532792 -1.151837 0.300319 0.13 -0.30 0.58 -0.33
H 4.905275 -2.378003 -3.563661 -0.71 -0.49 0.68 0.18
H -5.881085 -0.440443 -1.904068 -0.44 -0.13 -0.32 0.20
H -2.594441 2.817302 -3.946600 0.08 0.06 -0.44 0.27
H -4.355709 3.738266 -2.420899 0.31 0.15 -0.98 0.12
H 5.742862 -1.362811 0.440718 1.10 0.33 -0.35 0.08
H -1.507495 3.495087 5.300360 -1.17 0.22 -0.73 0.09
H -1.042548 6.412715 4.616666 0.24 -0.59 0.08 0.23
H 6.237033 3.841937 -1.090247 -0.29 -0.11 -0.15 0.24
H 1.406860 -7.326426 -2.045482 0.54 -0.76 -0.28 0.19
H 4.729091 3.346116 -1.832035 0.53 0.21 0.06 0.13
H -4.020182 2.392147 -4.890485 0.23 -0.08 0.20 0.27
H -5.662304 2.503982 0.609751 -0.18 -0.33 -0.22 0.13
H 0.906639 1.540820 -0.091241 0.20 0.35 0.70 -0.26
H -7.394939 0.423967 -1.598579 0.39 -0.19 -0.02 0.18
H -1.890264 -3.370314 -0.944130 0.84 -0.35 0.64 0.21
H -2.364644 -0.637157 1.416010 0.10 0.35 0.39 0.56
H 4.928068 -5.361952 -2.359555 -0.33 0.10 0.42 0.17
H -1.794585 1.459871 -2.514705 0.06 -0.10 -0.26 -0.51
H 0.234713 -4.383016 -0.367347 -0.25 0.23 0.56 -0.31
H -3.400289 -0.277269 0.263882 -2.04 1.40 -0.91 0.61
H 1.962184 2.930733 -3.817834 -0.49 -0.93 0.19 0.17
H -0.806260 6.023379 1.480364 -0.33 0.34 -0.42 0.13
H 5.960945 -6.345094 -1.478642 0.01 0.18 -0.01 0.26
H -0.792306 2.318752 6.158158 0.31 -0.97 -0.23 0.44
H 3.713705 -0.730662 3.687042 0.08 -0.11 -0.55 0.24
H 6.623332 -1.969928 -4.397672 0.06 -0.05 0.43 0.18
H 1.766712 4.888667 -4.194726 -0.43 0.82 -0.24 0.12
H -4.108787 -2.684009 -2.985619 -0.08 -0.68 0.21 0.19
H 6.321790 -0.189660 1.696195 0.22 -0.40 -0.75 0.13
H -1.546959 2.291125 3.320180 0.73 -0.09 -0.70 0.43
H -0.988192 3.210635 0.756657 0.39 -0.28 0.75 0.45
H 4.802881 -3.008360 -1.874437 -0.70 0.32 -0.19 0.11
H 1.149428 -5.071642 2.637598 0.70 -0.44 1.22 0.33
H 3.576696 -3.949682 0.497029 0.24 0.37 -0.19 -0.22
H -2.016490 -0.208135 -2.702030 -0.44 0.01 0.06 0.00
H 0.216213 5.780279 -4.282291 0.50 -0.02 0.04 0.25
H -2.216727 3.547131 7.600886 -0.17 -0.41 0.58 0.38
H 7.968931 -1.810100 -3.327804 0.07 0.42 -0.63 0.28
H -2.104422 1.989209 0.259354 -0.10 -0.13 -0.23 -0.33
H -0.450235 5.337526 3.356831 -0.04 0.60 0.21 0.17
H -2.436631 -4.686434 0.024346 -0.34 -0.12 -0.49 0.18
H 0.851905 -4.193479 -2.384693 -0.28 0.13 0.39 -0.26
```
Forces are in eV/Å.

For the HOMO energy (alpha / beta), the calculation gives -8.585 / -8.585 eV. Its expectation value of S² is 0.7551. The spin multiplicity is 2. The HOMO-LUMO gap (alpha / beta) comes out at 0.28609 / 0.12629 Ha.

| no. | E_tot (Ha) |
| --- | --- |
| 1 | -2026.54787 |
| 2 | -4217.57799 |